Record 1
Entry from OMol25: 11 unconnected molecules or ions with the total composition C16H43BF5N14O21 (the ωB97M-V functional and the def2-TZVPD basis).

Its net charge is +1. The calculation puts the highest occupied orbital energy at -0.4466 Eh. The LUMO energy is -4.74 eV.

Geometry as XYZ:
```
100
Properties=species:S:1:pos:R:3:forces:R:3:mulliken_charge:R:1
F 2.339617 -0.819260 -1.174974 0.9 -2.1 0.9 -0.271
F 3.572385 -2.601786 -1.851870 -1.0 1.1 1.7 -0.339
F 1.667690 -4.055451 -1.226793 -0.3 1.9 1.9 -0.246
F 2.149199 -3.724209 0.924584 -1.0 1.5 -2.2 -0.275
F 0.604002 -2.358527 -0.094084 2.1 -2.0 -0.2 -0.214
O -2.595465 -5.773611 0.223626 0.1 -0.2 -0.2 -0.552
O -5.127779 -9.617382 -3.626458 -0.1 0.2 -0.3 -0.507
O -3.674768 0.268983 5.251812 -0.2 0.0 0.2 -0.504
O -2.043888 -5.778939 -3.721657 0.0 0.3 -0.1 -0.556
O -2.394122 10.799273 -3.932316 -0.2 0.2 -0.1 -0.537
O 0.629215 8.750199 1.772097 0.0 -0.2 0.2 -0.544
O -5.845146 -8.466530 -5.315729 0.1 -0.3 0.2 -0.522
O -3.447494 -4.284978 -4.422957 0.3 -0.3 0.2 -0.541
O -3.846024 12.249658 -4.625006 0.2 -0.3 0.1 -0.515
O 2.844227 0.689466 1.874984 -0.2 0.2 0.0 -0.586
O -2.332631 3.661110 4.798762 -0.1 0.2 -0.2 -0.537
O -2.795690 8.877935 -0.848886 -0.1 0.3 0.2 -0.519
O -2.138508 -7.617565 -0.818437 0.0 0.4 0.2 -0.571
O -3.084940 4.798150 3.115132 0.2 -0.2 0.2 -0.560
O -2.600653 -0.292402 2.126132 0.0 -0.2 -0.1 -0.509
O 9.452480 -2.938209 1.704585 -1.4 -0.3 -2.0 -0.520
O 1.006580 7.121427 3.149587 -0.1 0.3 -0.3 -0.542
O 2.501882 2.308242 0.478505 0.1 -0.4 0.3 -0.537
O -4.044435 -1.896519 1.964989 0.4 0.3 0.0 -0.523
O -5.080002 -0.423200 6.748819 0.3 0.2 -0.3 -0.526
O -3.321163 10.693802 0.211030 0.1 -0.4 -0.2 -0.531
N -2.567102 10.008959 -0.455274 0.0 0.2 0.1 0.884
N 0.273670 7.900312 2.568239 0.0 -0.1 0.1 0.903
N 8.182297 -4.850303 0.697740 -0.6 2.0 0.3 -0.659
N -1.869641 -6.494795 -0.439299 -0.1 -0.1 0.0 1.016
N 2.126125 1.479424 1.280594 -0.1 0.2 -0.2 0.955
N -4.372551 0.424145 6.239590 -0.1 -0.2 0.1 0.855
N -3.527128 11.152521 -4.212960 0.0 0.1 -0.1 0.858
N 8.868035 -2.717096 -0.727599 -3.1 0.1 0.3 -0.186
N -2.651286 3.783880 3.630124 0.1 0.0 0.1 0.967
N -2.922389 -1.446079 1.884894 -0.3 -0.1 0.1 0.893
N -5.449932 -9.493760 -4.793029 0.0 -0.1 0.2 0.872
N -3.166910 -5.389787 -4.001388 -0.2 0.1 0.0 0.906
N 7.162509 -3.611529 -2.120734 0.0 1.4 0.7 -0.186
N 6.703850 -1.431852 -1.323044 2.3 -1.3 -0.2 -0.241
C -0.538642 -5.958079 -0.819978 0.2 0.2 0.0 -0.410
C -4.616758 10.157505 -4.037001 -0.1 -0.4 0.1 -0.705
C -5.355273 -10.695978 -5.660937 0.1 -0.3 0.0 -0.719
C 6.466780 -0.941579 0.076193 -1.6 1.9 0.3 -0.676
C 7.584536 -2.590817 -1.368843 1.1 -0.5 -0.8 0.097
C 4.921756 -0.459710 0.126736 0.3 -1.4 0.5 -0.718
C 2.926901 -2.010093 -0.722295 1.0 -0.3 -0.3 0.512
C -1.852871 -2.384884 1.455254 0.2 0.0 0.0 -0.572
C -1.253680 10.595971 -0.824076 0.3 0.2 0.0 -0.596
C 0.668186 1.424966 1.559894 -0.2 -0.2 0.2 -0.849
C -2.499195 2.595116 2.751796 0.1 -0.3 0.1 -0.768
C -4.290537 -6.344608 -3.812138 0.0 -0.3 0.1 -0.757
C 4.030494 -1.789777 0.394118 0.2 0.6 -0.6 -0.645
C -1.183117 7.810779 2.849900 -0.3 -0.2 0.2 -0.624
C -4.351516 1.769142 6.871333 -0.1 0.2 0.3 -0.640
C 1.789981 -3.065546 -0.262605 0.1 -0.3 -0.4 0.775
B 8.830091 -3.527865 0.532444 0.8 -0.5 2.2 0.497
H 7.156893 -4.763213 0.568018 0.7 -0.5 -0.4 0.276
H 0.215973 -6.620850 -0.399086 -0.1 0.0 -0.1 0.305
H -4.187121 9.229860 -3.665249 0.0 0.2 0.0 0.298
H -3.325909 1.973036 7.173885 -0.1 0.1 -0.2 0.255
H -0.478641 9.954616 -0.406326 -0.1 0.0 -0.1 0.246
H 4.713527 -2.708767 0.352870 -1.2 1.1 0.0 0.221
H -3.893438 -7.283507 -3.433167 0.0 0.2 0.0 0.264
H 9.343870 -1.815386 -0.606220 -0.6 -0.3 0.2 0.308
H 4.738387 0.212352 1.016178 0.5 -0.6 -1.3 0.427
H -0.907803 -1.851519 1.428811 -0.3 0.1 0.1 0.085
H -1.817981 -3.195743 2.181198 -0.1 0.0 -0.2 0.313
H -1.188453 11.599013 -0.408950 -0.1 -0.2 0.0 0.291
H -1.686587 7.591544 1.909231 0.0 0.1 0.1 0.234
H -2.117285 -2.752400 0.464941 -0.1 -0.1 0.2 0.301
H 8.269650 -5.104227 1.696963 0.2 0.0 -0.8 0.291
H -5.013886 1.762553 7.733872 0.1 -0.1 -0.1 0.309
H 8.866405 -2.185503 1.935648 0.9 -0.3 0.1 0.335
H -0.438120 -4.954645 -0.416039 -0.2 -0.2 0.0 -0.127
H -4.980664 -5.901065 -3.096339 0.0 0.0 -0.2 0.290
H 0.161882 1.205986 0.620742 0.1 0.2 0.0 0.361
H 0.479741 0.642306 2.291530 0.1 0.1 -0.1 0.324
H -4.693726 2.486515 6.127555 0.2 0.0 0.0 0.244
H 7.097057 -0.013256 0.233281 -0.4 -1.3 0.3 0.400
H -1.808506 2.863475 1.954247 -0.3 0.1 0.0 0.246
H -1.200697 10.624449 -1.911136 0.0 -0.1 0.1 0.250
H 3.580607 -1.732934 1.432256 0.3 -0.1 -1.4 0.500
H -5.324652 10.569773 -3.319902 0.0 0.0 -0.2 0.284
H 7.170267 -0.666714 -1.830475 -0.4 -0.3 0.0 0.319
H -3.482996 2.350359 2.356182 0.1 0.0 0.0 0.345
H -2.106660 1.771061 3.342112 -0.2 0.2 0.0 0.327
H -0.489732 -5.942608 -1.907540 0.0 -0.1 0.1 0.308
H 0.374203 2.397403 1.950456 0.1 0.0 -0.1 0.330
H -4.660564 -10.465014 -6.466754 -0.2 0.0 0.0 0.291
H -1.352496 7.015270 3.571871 0.1 0.1 -0.1 0.278
H 6.572836 -1.728696 0.881899 0.3 0.8 -1.1 0.269
H -1.499771 8.771408 3.253000 0.0 0.0 -0.2 0.280
H 7.489078 -4.575868 -1.995571 0.5 0.7 -0.5 0.300
H -5.082304 10.005577 -5.009345 0.0 0.1 0.1 0.301
H -4.764671 -6.489351 -4.779801 0.0 0.2 0.2 0.371
H 4.624042 0.049084 -0.838897 0.4 -0.5 1.2 0.394
H 6.531291 -3.360805 -2.898140 -0.3 -0.5 1.1 0.308
H -6.352572 -10.901945 -6.045898 0.1 0.1 -0.1 0.291
H -4.991771 -11.529912 -5.065082 0.0 0.2 0.0 0.303
```
Positions in Å, forces in eV/Å.

***

Record 2
Entry from OMol25: a molecular structure, C14H16MoNOS4Sb (the ωB97M-V functional and the def2-TZVPD basis).

Its net charge is +2. The calculation puts the energy above the lowest of the compared OMol25 structures with the same formula, charge and spin at 0.067 eV. The calculation puts the highest occupied orbital energy at -0.5670 Eh. The LUMO energy is -9.04 eV.

Geometry as XYZ:
```
38
Properties=species:S:1:pos:R:3:forces:R:3:nbo_charge:R:1
Sb -1.801132 3.758026 -2.506575 0.0 0.0 -0.2 1.356
Mo -0.245979 1.075614 -0.507840 0.0 0.0 0.4 0.634
S -1.042026 2.778236 0.379238 0.1 -0.2 0.0 0.158
S -3.918032 3.422674 -2.218436 0.0 0.0 0.0 -0.354
S -0.103354 5.015768 -2.967768 0.0 0.0 0.0 -0.352
S -0.726448 1.329890 -2.592215 -0.1 0.1 -0.3 -0.069
O 0.396179 0.203795 1.499366 0.0 0.1 0.0 -0.739
N -1.203326 -0.935035 -0.477494 0.0 0.1 0.0 -0.523
C -2.726826 -2.578444 0.316315 0.0 0.0 0.1 -0.228
C -1.481633 -2.991391 -1.674872 0.0 0.0 0.0 -0.217
C 3.908330 2.382651 -0.254053 0.0 0.0 0.0 -0.179
C 0.051661 -0.970730 2.298817 -0.1 -0.1 0.0 -0.064
C 2.533155 2.542555 -0.247824 0.0 0.0 0.0 -0.221
C -1.374897 -0.870792 2.793297 0.0 0.1 0.0 -0.423
C 1.733733 1.457382 -0.605948 0.0 -0.1 0.0 -0.128
C 4.476864 1.157330 -0.597339 0.0 0.0 0.0 -0.136
C 2.302834 0.234443 -0.975814 0.0 -0.1 0.1 -0.265
C 3.678750 0.075537 -0.953382 0.0 0.1 0.0 -0.171
C -2.104643 -1.344145 0.447516 0.1 0.0 -0.2 0.275
C -2.351803 -0.505337 1.661805 0.0 0.0 0.1 -0.456
C -0.906704 -1.757794 -1.513908 0.0 0.1 0.1 0.051
C -2.424348 -3.409287 -0.743228 0.0 0.0 0.0 -0.080
H -2.913035 -4.369239 -0.845950 0.0 0.0 0.0 0.259
H -1.206949 -3.601549 -2.523166 0.0 0.0 0.0 0.263
H 4.542419 3.215805 0.017924 0.0 0.0 0.0 0.251
H 5.552827 1.045227 -0.591661 0.0 0.0 0.0 0.250
H -1.460412 -0.123986 3.583789 0.0 0.0 0.0 0.240
H -0.191663 -1.397070 -2.240323 0.0 0.0 0.0 0.221
H -2.263662 0.552519 1.416727 0.0 0.0 0.0 0.221
H 2.090857 3.489614 0.030502 0.0 0.0 0.0 0.239
H -3.450488 -2.874679 1.063857 0.0 0.0 0.0 0.255
H 4.123814 -0.870226 -1.229962 0.0 0.0 0.0 0.247
H 0.862966 0.847874 2.046394 0.1 0.0 0.0 0.529
H 0.199712 -1.825377 1.640944 0.0 0.0 0.0 0.198
H -3.375184 -0.658006 2.001541 0.0 0.0 0.0 0.265
H 1.694138 -0.620431 -1.274751 0.0 0.0 0.0 0.218
H 0.767555 -1.046854 3.113714 0.0 0.0 0.0 0.229
H -1.643264 -1.834560 3.230761 0.0 0.0 0.0 0.247
```
Positions in Å, forces in eV/Å.

***

Record 3
Entry from OMol25: 5 unconnected molecules or ions with the total composition CH14N2O4 (the ωB97M-V functional and the def2-TZVPD basis).

The calculation puts the energy above the lowest of the compared OMol25 structures with the same formula, charge and spin at 1.000 eV. The calculation puts the highest occupied orbital energy at -0.3134 Eh. The structure (SMILES) is NCN.O.O.O.O. The LUMO energy is 0.52 eV.

Geometry as XYZ:
```
21
Properties=species:S:1:pos:R:3:forces:R:3:nbo_charge:R:1
O 0.488548 -2.918939 3.087544 0.6 0.2 0.1 -0.929
O -2.289517 -1.087183 -0.280300 0.2 0.0 -0.1 -0.944
O 0.109917 2.182209 1.608575 -0.2 0.4 0.2 -0.986
O -1.672123 2.588227 -0.833644 0.0 0.2 0.4 -0.953
N 1.139069 -0.516941 -0.206851 0.5 -0.1 0.4 -0.861
N 0.948823 -0.535361 -2.614344 0.7 0.2 -0.5 -0.900
C 0.889183 0.251947 -1.398474 -0.1 -0.1 -1.1 -0.051
H -2.251791 -0.278048 0.238700 0.0 0.1 0.0 0.476
H 0.846833 -1.531542 -2.622218 -0.5 0.0 0.2 0.374
H 2.089496 -0.882195 -0.241281 0.0 0.3 0.0 0.355
H 0.527260 1.434360 1.166584 0.3 -0.4 0.3 0.499
H 1.161366 -2.306659 2.757799 -0.4 0.0 -0.2 0.465
H -2.027584 3.446175 -0.579018 -0.2 0.1 -0.3 0.466
H 0.577822 -1.362282 -0.174845 -0.5 0.3 -0.1 0.372
H -1.135588 2.397178 -0.051597 0.1 -0.1 0.0 0.483
H -2.990152 -1.606841 0.118950 -0.1 -0.1 0.1 0.469
H 1.656124 1.016116 -1.558874 0.1 0.1 0.7 0.168
H 0.420980 2.237839 2.527368 -0.1 -0.3 -0.7 0.485
H 0.623916 -0.029138 -3.419033 -0.2 -0.4 -0.2 0.370
H 0.951639 -3.281437 3.851598 -0.3 -0.2 0.1 0.464
H -0.064222 0.782517 -1.376640 -0.1 -0.2 0.5 0.177
```
Positions in Å, forces in eV/Å.

***

Record 4
Entry from OMol25: 3 unconnected molecules or ions with the total composition C14H29N4O6P (the ωB97M-V functional and the def2-TZVPD basis).

The calculation puts the energy above the lowest of the compared OMol25 structures with the same formula, charge and spin at 0.000 eV. The calculation puts the highest occupied orbital energy at -0.3224 Eh. The structure (SMILES) is NC1=CC(=O)C(N)=C(P(O)O)C1=O.COC[C@@H](C)N.COC[C@@H](C)N. The LUMO energy is -0.92 eV.

Geometry as XYZ:
```
54
Properties=species:S:1:pos:R:3:forces:R:3:nbo_charge:R:1
P 2.098316 4.383640 0.159890 0.1 0.7 0.9 1.313
O 3.729690 4.250570 0.539784 -1.2 -0.3 -1.3 -0.945
O -5.563040 1.951912 -0.410413 0.0 0.2 0.2 -0.547
O 2.715281 1.725270 1.520945 0.7 0.3 2.0 -0.515
O -0.144118 0.528154 -2.502568 -1.5 -0.7 -1.3 -0.486
O 2.128382 5.268593 -1.274993 0.2 -1.8 0.6 -0.964
O 2.118410 -4.325106 2.170845 0.2 -0.2 -0.1 -0.549
N 3.481427 -0.728550 0.307027 -0.2 0.5 0.6 -0.845
N 1.027494 -3.304294 -0.277044 0.2 0.1 0.1 -0.829
N -2.851994 2.401180 -1.220938 -0.1 0.2 -0.2 -0.843
N 0.270181 3.274949 -2.247704 -1.2 -1.1 0.4 -0.812
C -4.997698 3.244772 -0.285579 0.0 0.2 -0.3 -0.075
C 1.756704 -0.144592 -1.260522 -0.4 0.3 -0.7 -0.298
C -2.923343 2.858569 1.169016 0.1 0.1 0.1 -0.616
C 0.754438 0.845044 -1.800002 1.4 0.7 0.8 0.495
C 1.635187 -5.591353 2.580492 -0.2 0.2 0.1 -0.248
C 1.709915 2.638618 -0.414015 1.3 0.3 0.2 -0.597
C 1.469822 -5.664980 -0.671338 0.1 -0.1 -0.2 -0.613
C 2.902327 -4.339463 0.988472 0.2 0.3 -0.1 -0.080
C -5.733714 1.255169 0.811653 0.0 -0.2 -0.2 -0.249
C 2.087912 -4.316279 -0.315739 -0.3 -0.2 0.2 -0.079
C 2.346755 1.546641 0.408031 -0.9 -0.2 -2.2 0.510
C 2.528793 0.175272 -0.234825 0.1 0.4 0.0 0.125
C 0.924560 2.333852 -1.464750 0.6 0.0 0.7 0.255
C -3.462437 3.261235 -0.200071 0.0 -0.3 0.2 -0.081
H -5.452000 3.786653 0.553497 0.1 -0.1 0.1 0.167
H 0.673910 -5.808274 2.108691 0.0 -0.2 0.0 0.165
H -4.833792 0.688611 1.061166 0.0 0.0 0.2 0.166
H -5.994828 1.928389 1.632974 0.1 0.0 0.0 0.169
H -3.283184 1.482331 -1.144540 0.2 0.0 0.0 0.367
H 1.845856 -1.125443 -1.733904 -0.4 0.4 0.0 0.248
H -6.546508 0.541014 0.677668 0.0 0.1 -0.1 0.192
H 3.499096 -3.425098 1.024918 -0.1 0.0 0.0 0.195
H 2.778533 -4.054319 -1.123971 0.1 0.1 0.1 0.187
H 0.490778 -3.463333 0.573135 -0.1 -0.1 -0.1 0.355
H -3.138899 4.290905 -0.384168 -0.1 0.0 -0.1 0.187
H 3.610681 -5.178307 1.004770 -0.1 -0.1 0.0 0.160
H -1.867714 3.123661 1.252692 0.0 0.0 0.0 0.220
H -3.458822 3.374295 1.969127 0.0 0.0 0.0 0.207
H 4.128602 3.867472 -0.261594 0.5 0.1 0.5 0.466
H 1.123982 -5.660584 -1.706120 0.0 0.1 0.0 0.219
H 2.200165 -6.471297 -0.568897 0.0 0.0 0.0 0.202
H 0.022196 4.106532 -1.716060 0.5 0.0 -0.2 0.388
H 2.436781 4.635048 -1.948880 -0.1 0.6 -0.3 0.478
H 0.607767 -5.904631 -0.048231 0.0 0.1 0.0 0.201
H 3.522395 -0.526955 1.309451 0.1 -0.1 -0.1 0.390
H -5.288959 3.777645 -1.195496 0.0 -0.1 0.0 0.183
H 2.349459 -6.391013 2.364542 0.0 0.0 -0.1 0.168
H 1.472705 -5.554127 3.658250 0.1 0.1 0.0 0.189
H -3.146381 2.727006 -2.139331 0.0 0.0 0.0 0.353
H 4.417749 -0.531353 -0.042418 -0.2 -0.1 -0.1 0.382
H 1.453505 -2.394756 -0.123815 0.0 0.0 0.0 0.357
H -2.997271 1.785221 1.345864 -0.1 0.0 -0.1 0.204
H -0.635052 2.845884 -2.474977 0.3 0.0 -0.5 0.409
```
Positions in Å, forces in eV/Å.

***

no.,frontier orbital gap (eV)
1,7.411
2,6.384
3,9.048
4,7.849